Record 1
{"formula": "C5H12O2", "method": "ωB97M-V/def2-TZVPD", "species": ["C", "C", "C", "C", "O", "H", "H", "H", "H", "H", "H", "H", "H", "C", "O", "H", "H", "H", "H"], "positions_angstrom": [[0.23600, 0.94105, 0.46556], [1.49604, 1.48992, -0.18303], [-1.01765, 1.66696, 0.00620], [0.18774, -1.07182, -0.83050], [-0.14854, -0.83948, -1.97320], [0.33802, 0.99281, 1.55421], [1.20582, -1.38265, -0.54145], [-1.88786, 1.36970, 0.59326], [-0.90968, 2.74809, 0.10698], [1.59079, 2.56296, -0.00266], [2.38996, 1.00181, 0.20516], [1.45620, 1.35239, -1.26400], [-1.20440, 1.43277, -1.04344], [-0.85500, -2.01440, 0.17206], [-0.23843, -2.55683, 1.30254], [0.46019, -3.16119, 1.02719], [-1.74770, -1.46765, 0.48369], [-1.18599, -2.77250, -0.54577], [-0.16551, -0.29193, 0.46720]], "atomic_forces_ev_per_a": [[-1.4, -1.4, 1.2], [0.0, -0.8, -0.3], [0.0, -0.1, 0.1], [-1.7, -4.2, 0.0], [0.2, 0.9, 1.0], [0.0, 0.2, 0.0], [0.4, 0.8, 0.1], [0.0, 0.0, -0.1], [0.0, 0.0, -0.1], [-0.2, -0.1, 0.2], [0.1, 0.0, -0.1], [0.1, 0.0, -0.1], [-0.1, 0.1, -0.1], [0.4, 0.6, -1.8], [0.3, 0.3, 0.0], [-0.1, 0.0, 0.0], [0.2, 0.1, 0.0], [0.1, -0.1, 0.1], [1.9, 3.6, -0.3]], "homo_energy_ha": -0.333, "relative_energy_ev": 3.4618, "largest_force_ev_per_a": 4.5, "gap_ev": 9.8, "smiles": "O=CCO.CCC", "e_tot_ha": -348.077598}

Record 2
{"formula": "C5H12O2", "method": "ωB97M-V/def2-TZVPD", "species": ["C", "C", "C", "O", "C", "C", "O", "H", "H", "H", "H", "H", "H", "H", "H", "H", "H", "H", "H"], "positions_angstrom": [[2.48451, -0.57485, 0.63665], [1.60572, 0.08117, -0.42797], [0.14667, -0.21588, -0.08460], [-0.12598, 0.15579, 1.27267], [-0.94348, 0.34862, -0.99163], [-2.30611, 0.01895, -0.37246], [-2.66453, 0.92566, 0.66299], [3.55156, -0.38917, 0.49034], [2.18753, -0.20388, 1.62080], [2.32094, -1.66000, 0.63882], [1.84089, -0.31606, -1.42531], [1.78089, 1.16573, -0.46789], [0.03829, -1.31006, -0.10336], [-0.42496, 1.07599, 1.25834], [-0.87085, -0.08882, -1.99613], [-0.85201, 1.43857, -1.10849], [-2.25857, -1.00554, 0.02393], [-3.10439, 0.04809, -1.11925], [-2.40611, 0.50571, 1.49256]], "atomic_forces_ev_per_a": [[0.1, 0.0, 0.0], [0.0, 0.0, 0.0], [0.0, -0.2, -0.1], [0.0, 0.2, 0.0], [0.0, 0.0, 0.0], [0.0, -0.2, -0.3], [-0.1, -0.1, 0.2], [-0.1, 0.0, -0.1], [0.2, -0.1, -0.1], [0.1, 0.1, 0.0], [-0.1, 0.1, 0.1], [-0.1, -0.1, 0.1], [0.0, 0.1, 0.1], [0.1, -0.1, 0.0], [0.0, 0.0, 0.2], [0.0, -0.2, 0.1], [-0.1, 0.1, -0.1], [0.1, 0.1, 0.0], [-0.1, 0.2, -0.1]], "homo_energy_ha": -0.366, "relative_energy_ev": 0.8427, "largest_force_ev_per_a": 0.4, "gap_ev": 10.9, "smiles": "CC[C@@H](O)CCO", "e_tot_ha": -348.173848}

Record 3
{"formula": "C5H12O2", "method": "ωB97M-V/def2-TZVPD", "species": ["C", "C", "C", "C", "C", "O", "O", "H", "H", "H", "H", "H", "H", "H", "H", "H", "H", "H", "H"], "positions_angstrom": [[0.61915, 0.89615, -1.22721], [0.07732, -0.74700, 0.55002], [-0.60909, 0.46323, -2.03311], [-1.10630, -0.02259, 1.20390], [0.92627, -1.45947, 1.60093], [0.98764, 0.12643, -0.11230], [0.42839, 2.23772, -0.83750], [0.96302, 2.39514, -0.05181], [1.51070, 0.84661, -1.88458], [-0.30967, -1.48471, -0.17359], [-1.51733, 0.73983, -1.51301], [-0.60050, -0.59216, -2.21132], [-0.58126, 0.99046, -2.98518], [1.69188, -2.05865, 1.13038], [-1.98345, -0.66348, 1.21970], [-0.86432, 0.26506, 2.22454], [-1.34769, 0.88331, 0.65653], [0.30116, -2.09912, 2.21662], [1.41399, -0.71683, 2.22690]], "atomic_forces_ev_per_a": [[0.3, -0.1, -0.6], [-0.2, -0.2, 0.2], [0.5, 0.7, 0.4], [0.3, 0.1, -0.2], [-0.3, 0.2, -0.4], [0.1, -0.1, 0.1], [-0.4, 0.2, 0.1], [0.1, -0.1, -0.1], [-0.3, 0.0, 0.2], [0.1, 0.2, 0.1], [-0.2, 0.0, 0.1], [0.0, -0.6, -0.2], [0.0, 0.0, 0.0], [0.2, -0.2, -0.1], [-0.1, -0.1, 0.1], [0.0, 0.0, 0.1], [-0.1, 0.1, 0.0], [-0.1, -0.1, 0.1], [0.0, 0.1, 0.1]], "homo_energy_ha": -0.370, "relative_energy_ev": 0.8249, "largest_force_ev_per_a": 1.0, "gap_ev": 11.1, "smiles": "CC(C)O[C@@H](C)O", "e_tot_ha": -348.174502}

Record 4
{"formula": "C5H12O2", "method": "ωB97M-V/def2-TZVPD", "species": ["C", "C", "C", "O", "C", "C", "O", "H", "H", "H", "H", "H", "H", "H", "H", "H", "H", "H", "H"], "positions_angstrom": [[2.25833, 0.38704, 1.35081], [0.75549, 0.40053, 1.13236], [0.33378, -0.15840, -0.21869], [0.65496, -1.52864, -0.36536], [-1.13882, 0.16927, -0.44682], [-1.58999, -0.06177, -1.88694], [-1.89812, -0.50413, 0.53939], [2.65729, -0.62703, 1.24421], [2.75877, 1.02415, 0.61178], [2.50860, 0.76410, 2.34691], [0.23122, -0.16982, 1.91089], [0.36325, 1.42269, 1.20152], [0.88544, 0.34131, -1.02594], [0.35447, -1.98563, 0.43155], [-1.20451, 1.26741, -0.30094], [-2.61065, -0.45242, -1.98427], [-1.58761, 0.95092, -2.28086], [-0.92333, -0.69121, -2.48642], [-2.80856, -0.54836, 0.22683]], "atomic_forces_ev_per_a": [[0.1, 0.0, 0.0], [0.0, 0.0, 0.1], [0.0, 0.4, 0.0], [-0.2, -0.1, 0.2], [0.2, 0.2, -0.2], [0.0, 0.2, -0.1], [-0.2, -0.2, -0.1], [0.0, 0.2, 0.1], [0.0, -0.1, 0.1], [0.0, -0.1, -0.1], [0.1, 0.0, -0.1], [0.1, -0.1, 0.1], [0.0, 0.0, 0.1], [-0.1, 0.0, -0.2], [-0.1, -0.4, 0.3], [0.2, 0.1, 0.2], [-0.1, -0.1, -0.7], [-0.1, 0.0, 0.3], [0.1, 0.0, 0.1]], "homo_energy_ha": -0.368, "relative_energy_ev": 0.8279, "largest_force_ev_per_a": 0.7, "gap_ev": 10.8, "smiles": "CC[C@@H](O)[C@@H](C)O", "e_tot_ha": -348.174391}

Record 5
{"formula": "C5H12O2", "method": "ωB97M-V/def2-TZVPD", "species": ["O", "C", "C", "C", "C", "C", "H", "H", "H", "H", "H", "H", "H", "H", "H", "H", "O", "H", "H"], "positions_angstrom": [[-0.98912, 0.42388, 3.26999], [0.02049, 0.47665, 2.55796], [0.00000, 0.00000, 0.00000], [0.52283, 3.01155, 2.75246], [0.22953, -0.57880, 1.47810], [1.10793, 1.60569, 2.67504], [-0.78171, -0.64088, -0.44138], [0.85396, 0.04374, -0.69674], [-0.40699, 1.01788, 0.12203], [1.35959, 3.68524, 3.00266], [-0.21452, 3.04700, 3.57202], [0.04111, 3.37654, 1.82979], [-0.47981, -1.42808, 1.44612], [1.25468, -0.99651, 1.48298], [1.63598, 1.37995, 3.62144], [1.82254, 1.44658, 1.84470], [-3.93146, 2.28724, -2.72244], [-3.02385, 2.42982, -2.37006], [-4.52710, 2.64486, -2.02560]], "atomic_forces_ev_per_a": [[2.0, 0.5, -1.1], [-1.5, -0.3, 0.7], [-0.5, 0.3, 0.8], [0.2, 0.2, 0.4], [0.5, -0.4, -2.0], [-0.7, -1.4, -0.2], [0.4, 0.5, -0.1], [-0.2, -0.1, 0.6], [0.1, -0.3, -0.4], [-0.5, 0.0, -0.1], [0.3, 0.1, -0.4], [0.2, -0.4, 0.3], [0.4, 0.6, 1.2], [-0.4, 0.2, 0.4], [-0.1, 0.1, -0.4], [-0.3, 0.3, 0.4], [0.3, 0.5, 1.1], [-1.0, -0.1, -0.3], [0.7, -0.4, -0.7]], "homo_energy_ha": -0.353, "relative_energy_ev": 1.1403, "largest_force_ev_per_a": 2.4, "gap_ev": 10.2, "smiles": "CCC(=O)CC.O", "e_tot_ha": -348.162912}

Record 6
{"formula": "C5H12O2", "method": "ωB97M-V/def2-TZVPD", "species": ["C", "O", "C", "C", "C", "C", "O", "H", "H", "H", "H", "H", "H", "H", "H", "H", "H", "H", "H"], "positions_angstrom": [[-0.00906, -1.99241, 1.88728], [0.41507, -1.31796, 0.72366], [-0.62933, -0.58503, 0.09146], [-0.03632, 0.37425, -0.91581], [-0.99555, 1.20557, -1.69513], [1.00714, 1.44259, -0.09113], [2.10497, 0.60494, -0.33192], [-0.80670, -2.71553, 1.66188], [0.85370, -2.52904, 2.29147], [-0.38201, -1.28360, 2.64189], [-1.33480, -1.29218, -0.37122], [-1.15194, 0.03733, 0.82550], [0.47689, -0.32025, -1.68364], [-0.42175, 1.88768, -2.33656], [-1.55158, 1.79975, -0.97155], [-1.65501, 0.61590, -2.32737], [1.15475, 2.42371, -0.60412], [1.13069, 1.81267, 1.01239], [1.83086, -0.16839, 0.19292]], "atomic_forces_ev_per_a": [[-0.1, -0.1, 0.2], [0.0, 0.2, -0.1], [-0.4, 0.4, 0.1], [0.3, 0.6, 0.6], [-0.4, 0.4, 0.1], [0.5, -0.8, -1.2], [2.4, 0.0, 1.1], [0.1, 0.1, 0.0], [-0.2, 0.1, -0.1], [0.1, -0.1, -0.1], [0.0, 0.1, 0.0], [-0.2, -0.3, 0.3], [0.3, 1.6, 1.4], [-0.3, -0.1, 0.1], [-0.5, 0.2, -0.3], [-0.2, 0.0, 0.0], [-0.3, -0.9, -0.3], [-1.7, -1.3, -1.3], [0.8, -0.1, -0.3]], "homo_energy_ha": -0.331, "relative_energy_ev": 2.9736, "largest_force_ev_per_a": 2.6, "gap_ev": 10.0, "smiles": "COC[C@@H](C)CO", "e_tot_ha": -348.095539}